1.
ORCA calculation (the ωB97M-V functional and the def2-TZVPD basis) on a cluster of 2 separate species, C9H21NSi in total.

Output
2S+1   1
SMILES   C=C/[Si](CCC)=N\C.CCC
Energy above the lowest of the compared OMol25 structures with the same formula, charge and spin   4.680 eV
Energy   -19037.189 eV

Structure (XYZ):
```
32
C9H21NSi | the Open Molecules 2025 dataset | the ωB97M-V functional and the def2-TZVPD basis
C 2.37884 0.41699 -2.37375
C 1.78187 0.75494 -1.22622
Si 1.17109 -0.63673 -0.26022
C 0.20206 -1.77374 -1.36336
C -1.39404 -1.84452 -1.53860
C -2.06221 -0.72328 -2.39847
N 1.81177 -1.16620 1.16879
C 2.96054 -1.08230 1.96793
H 2.91167 1.10868 -3.02005
H 2.22214 -0.57880 -2.74784
H 1.59813 1.80052 -1.06004
H 0.48745 -1.34073 -2.28554
H 0.51684 -2.81506 -1.26832
H -1.92762 -1.72756 -0.54690
H -1.63027 -2.79847 -2.08203
H -1.50701 -0.74562 -3.33843
H -3.11331 -1.06089 -2.42903
H -1.98326 0.34123 -2.00330
H 3.41776 -0.16774 1.82696
H 2.49186 -1.21017 2.94097
H 3.74026 -1.83547 1.79078
C -0.61644 2.57971 2.11598
C -1.15336 1.11002 2.34118
C -2.03001 0.83145 1.13047
H 0.06570 2.62019 1.32185
H -1.49849 3.32069 2.15115
H 0.13727 2.92688 2.92741
H -0.31602 0.41482 2.49693
H -1.66457 1.09960 3.29122
H -2.80324 1.74165 1.00578
H -2.70515 0.01675 1.09914
H -1.49024 0.42314 0.36555
```


2.
ORCA calculation (the ωB97M-V functional and the def2-TZVPD basis) on a cluster of 9 separate species, C9H22Cl10N4O8 in total.

Output
2S+1   1
SMILES   C[N+](=O)[O-].C[N+](=O)[O-].C[N+](=O)[O-].C[N+](=O)[O-].ClCCl.ClCCl.ClCCl.ClCCl.ClCCl
Energy above the lowest of the compared OMol25 structures with the same formula, charge and spin   0.000 eV
Energy   -157243.771 eV

Structure (XYZ):
```
53
C9H22Cl10N4O8 | the Open Molecules 2025 dataset | the ωB97M-V functional and the def2-TZVPD basis
C 5.50081 -0.08787 2.74179
N 4.03838 -0.11846 2.99953
O 3.30877 -0.20673 2.03366
O 3.67140 -0.05543 4.15222
H 5.75178 0.95661 2.58170
H 5.69306 -0.69938 1.87290
H 5.98958 -0.46445 3.63269
C -3.03542 -1.65954 2.37952
N -3.17311 -3.10789 2.09947
O -3.04357 -3.87040 3.03271
O -3.38339 -3.42961 0.94968
H -3.61075 -1.33805 3.23973
H -3.27486 -1.11743 1.47647
H -1.97820 -1.50717 2.60421
C -3.02841 -1.53434 -2.61002
N -3.42903 -0.88805 -3.88403
O -2.72198 -1.09670 -4.84533
O -4.40398 -0.16615 -3.86607
H -2.46644 -2.42147 -2.87446
H -3.90929 -1.78771 -2.03265
H -2.39200 -0.82956 -2.08813
C 0.62218 0.13627 0.55411
N 0.06859 -0.62745 -0.59380
O 0.45848 -0.34010 -1.70940
O -0.79068 -1.44927 -0.35244
H 1.66248 0.35545 0.35752
H 0.50103 -0.45868 1.44768
H 0.01606 1.03604 0.61391
Cl -0.12643 4.45801 -2.61822
C 0.07990 3.60744 -1.08298
Cl 1.80548 3.41091 -0.69837
H -0.34719 4.22459 -0.30437
H -0.38980 2.63480 -1.13776
Cl 2.13318 1.33881 -4.32488
C 1.03538 0.11428 -4.96247
Cl 1.89304 -1.32347 -5.52630
H 0.34498 -0.17865 -4.18080
H 0.49621 0.53480 -5.80195
Cl 0.53207 -1.95294 3.83564
C 0.22849 -0.51789 4.81584
Cl 0.37119 0.96485 3.86811
H -0.77833 -0.57286 5.21065
H 0.95131 -0.47976 5.62021
Cl -2.76120 1.53158 0.63211
C -4.09864 2.55696 0.04487
Cl -3.51142 3.85223 -0.97659
H -4.76178 1.93460 -0.54239
H -4.60556 2.93981 0.92063
Cl 3.20208 -1.94272 -0.77648
C 3.69381 -0.36292 -1.42100
Cl 5.25896 0.13182 -0.77960
H 3.81588 -0.47394 -2.49199
H 2.89687 0.34715 -1.23510
```


3.
ORCA calculation (the ωB97M-V functional and the def2-TZVPD basis) on a cluster of 2 separate species, C9H22ClNSi in total.

Output
2S+1   1
Energy above the lowest of the compared OMol25 structures with the same formula, charge and spin   3.857 eV
Energy   -31578.122 eV

Structure (XYZ):
```
34
C9H22ClNSi | the Open Molecules 2025 dataset | the ωB97M-V functional and the def2-TZVPD basis
C 0.32736 -2.87404 1.08831
C -0.81192 -1.09838 2.45835
C 1.29189 2.20105 1.14595
C 0.71598 2.15807 -1.30623
C -1.10408 2.24971 0.44870
C 0.35209 -1.46340 -2.48820
C -1.84182 -0.73649 -1.68880
C 0.30530 -1.41165 1.45246
C 0.29626 1.63743 0.08817
N -0.41620 -0.85666 -1.44744
Si 0.24455 -0.22859 0.00581
Cl 3.62680 -0.43882 -0.30406
H -0.43021 -3.26887 0.41697
H 1.17002 -2.97346 0.49980
H 0.36683 -3.35816 2.07979
H -1.81569 -0.81503 1.86401
H -0.56789 -0.15314 2.94924
H -1.08049 -1.89664 3.04336
H 2.22195 1.75562 0.83733
H 1.41210 3.25551 1.08280
H 1.09690 1.87177 2.12718
H 0.03741 1.87959 -2.00913
H 1.69828 1.99217 -1.46917
H 0.70498 3.30625 -1.33512
H -1.37475 1.89089 1.42663
H -0.98160 3.35036 0.76508
H -1.91016 2.26957 -0.36151
H 1.38405 -1.19843 -2.36125
H 0.38469 -2.61464 -2.34092
H 0.02570 -1.15005 -3.47617
H -2.25192 -1.49936 -2.33812
H -2.40896 -0.72556 -0.77471
H -1.91798 0.25651 -2.10319
H 1.25056 -1.31311 2.02407
```


4.
ORCA calculation (the ωB97M-V functional and the def2-TZVPD basis) on a cluster of 3 separate species, C9H22FN4O8S3 in total.

Output
2S+1   1
Net charge   +1
Energy   -67242.167 eV

Structure (XYZ):
```
47
C9H22FN4O8S3 | the Open Molecules 2025 dataset | the ωB97M-V functional and the def2-TZVPD basis
C 3.11677 -0.92275 -0.63011
S 2.11140 0.08126 -1.67060
O 2.23286 -0.35863 -3.01562
O 2.38470 1.46218 -1.42914
C 0.38788 -0.16650 -1.21123
N -0.19599 -1.32073 -1.04374
C -1.46245 -0.99384 -0.76920
N -2.36623 -1.93839 -0.53880
F -3.62574 -1.59100 -0.22559
N -1.64452 0.32651 -0.78062
N -0.42161 0.85368 -1.05691
H 3.50381 -0.33695 0.19196
H 3.96046 -1.24949 -1.21921
H 2.61537 -1.79027 -0.21638
H -2.11391 -2.91315 -0.56737
H -2.49270 0.85588 -0.63488
H -0.23174 1.84173 -1.15786
O 3.56571 0.63613 4.80473
S 4.53649 0.07621 3.91825
O 4.19721 -1.02703 3.06510
O 5.84976 -0.26756 4.73043
C 5.73617 -1.12356 5.89220
C 5.52129 -2.57931 5.52991
C 5.22462 1.35621 2.92272
H 4.94434 -0.75127 6.54342
H 6.67740 -1.00745 6.42402
H 4.55826 -2.73182 5.04492
H 5.54827 -3.19429 6.42891
H 6.29392 -2.92146 4.84175
H 5.50798 2.18668 3.56252
H 4.45410 1.66567 2.21961
H 6.08468 0.96132 2.38844
O -3.56944 1.45870 -3.31180
S -4.63528 0.60990 -3.77526
O -4.99301 0.56891 -5.15131
O -5.92176 0.88384 -2.89418
C -6.42983 2.24098 -2.82165
C -7.14285 2.66755 -4.08829
C -4.31845 -1.02198 -3.20614
H -5.61552 2.92310 -2.57189
H -7.12453 2.24016 -1.98483
H -6.45701 2.73019 -4.93155
H -7.59569 3.64830 -3.94742
H -7.92052 1.95096 -4.34998
H -4.06080 -0.96546 -2.15948
H -3.47922 -1.40871 -3.78261
H -5.19467 -1.64444 -3.36526
```


5.
ORCA calculation (the ωB97M-V functional and the def2-TZVPD basis) on a cluster of 2 separate species, C9H22NO2 in total.

Output
2S+1   1
Energy above the lowest of the compared OMol25 structures with the same formula, charge and spin   0.416 eV
Net charge   +1
Energy   -15267.245 eV

Structure (XYZ):
```
34
C9H22NO2 | the Open Molecules 2025 dataset | the ωB97M-V functional and the def2-TZVPD basis
C 1.99719 -1.59910 -1.46550
C -2.21380 1.77770 -0.89502
C -3.77354 -0.97323 0.92781
C 3.25167 2.09200 -0.01963
C 1.76852 -1.94366 0.02604
C -2.13813 0.23165 -1.16410
C -2.32049 -0.55964 1.19987
C 3.28103 1.34177 1.34159
C 1.81325 -0.48109 0.66737
N -1.49581 -0.54924 -0.10428
O 0.82099 0.22395 0.61326
O 2.94860 -0.15175 1.20998
H 1.04008 -1.21516 -1.72772
H 2.22306 -2.48712 -1.99389
H 2.71129 -0.78178 -1.71547
H -2.80077 2.45398 -1.61262
H -2.62333 1.93640 0.14415
H -1.21080 2.04462 -1.12531
H -4.52021 -0.28211 0.58549
H -3.95139 -1.60433 0.06479
H -4.06965 -1.49977 1.88787
H 3.83558 1.39381 -0.66679
H 2.27815 2.07038 -0.52983
H 3.67690 3.03089 -0.00250
H 0.81271 -2.44443 0.24301
H 2.57538 -2.59048 0.62978
H -1.57193 0.10948 -2.07146
H -3.21862 -0.07814 -1.23331
H -1.77654 -1.26148 1.87875
H -2.30367 0.55032 1.39347
H 2.57197 1.87106 2.00359
H 4.22808 1.27808 1.79277
H -1.45940 -1.58908 -0.39798
H -0.38640 -0.31449 0.11585
```


6.
ORCA calculation (the ωB97M-V functional and the def2-TZVPD basis) on the ion C9H22NSi with charge +1.

Output
2S+1   1
SMILES   CCCC/C=[NH+]/C[Si](C)(C)C
Energy above the lowest of the compared OMol25 structures with the same formula, charge and spin   0.517 eV
Net charge   +1
Energy   -19050.530 eV

Structure (XYZ):
```
33
C9H22NSi | the Open Molecules 2025 dataset | the ωB97M-V functional and the def2-TZVPD basis
C -1.48311 3.58667 0.48910
C -2.52379 2.48015 0.41948
C -2.72000 1.91538 -0.96605
C -1.42444 1.21703 -1.44022
C -1.01525 0.31560 -0.37082
N 0.20047 0.26008 0.14248
C 0.92475 -0.57536 1.18032
Si 1.76107 -2.14957 0.27892
C 0.54491 -3.28202 -0.52809
C 2.64781 -3.01146 1.66432
C 2.62244 -1.01711 -0.98557
H -1.25738 3.91166 1.44127
H -1.85786 4.37910 -0.09751
H -0.53932 3.21942 0.04539
H -3.52103 2.87783 0.76432
H -2.24387 1.81833 1.14177
H -3.55827 1.13083 -0.86466
H -2.98058 2.73588 -1.56815
H -0.74550 2.04727 -1.61686
H -1.61876 0.58480 -2.37195
H -1.81360 -0.29888 0.12564
H 0.90517 0.86990 -0.30380
H 0.20240 -0.96765 1.96165
H 1.56266 0.11408 1.61000
H 0.37226 -2.78907 -1.53774
H 1.12264 -4.17609 -0.60463
H -0.43528 -3.57533 -0.05005
H 2.64836 -4.02438 1.47264
H 3.66158 -2.60732 1.58515
H 2.08673 -2.72633 2.48759
H 3.50243 -1.46963 -1.41883
H 2.01666 -0.61171 -1.72072
H 2.95569 -0.18209 -0.36440
```